[1]
This record from the OMol25 dataset describes a cluster of 2 separate species, CH3BrS in total at a distorted geometry. The level of theory is the ωB97M-V functional and the def2-TZVPD basis.

- spin multiplicity = 3
- HOMO-LUMO gap (spin up / spin down) (eV) = 7.77 / 8.66

Last column: natural (NBO) charge in e.
Cartesian coordinates (Å):
C 1.753 1.210 0.822  -0.86
S 0.767 1.233 -0.418  0.36
Br -5.226 0.164 0.059  -0.20
H 1.331 0.969 1.826  0.25
H -4.602 0.417 -1.168  0.20
H 2.859 1.100 0.580  0.25



[2]
This record from the OMol25 dataset describes the molecule C13H14O2 at a distorted geometry. The level of theory is the ωB97M-V functional and the def2-TZVPD basis.

- HOMO-LUMO gap (eV) = 9.22

Last column: natural (NBO) charge in e.
Cartesian coordinates (Å):
C -1.999 -0.958 -0.559  -0.63
C -1.274 0.041 0.463  0.21
O -0.768 -0.780 1.471  -0.72
C -2.275 0.981 1.056  -0.20
C -1.893 2.188 1.499  -0.21
C -0.487 2.668 1.483  -0.19
C 0.374 1.910 0.771  -0.17
C -0.123 0.881 -0.158  0.17
O -0.602 1.572 -1.362  -0.71
C 1.040 -0.103 -0.438  -0.02
C 1.700 -0.626 0.678  -0.18
C 2.589 -1.614 0.369  -0.21
C 2.766 -2.220 -0.868  -0.21
C 2.060 -1.696 -2.018  -0.19
C 1.189 -0.612 -1.716  -0.22
H -1.278 -1.670 -0.918  0.22
H -2.229 -0.357 -1.524  0.22
H -2.806 -1.462 -0.110  0.21
H -1.580 -1.243 1.921  0.48
H -3.325 0.707 1.046  0.21
H -2.635 2.928 1.906  0.21
H -0.226 3.481 2.184  0.22
H 1.294 2.262 0.750  0.20
H -0.238 1.197 -2.120  0.47
H 1.471 -0.249 1.627  0.24
H 3.226 -1.950 1.139  0.21
H 3.383 -3.008 -1.080  0.21
H 2.025 -2.045 -2.962  0.20
H 0.620 -0.223 -2.530  0.18



[3]
This record from the OMol25 dataset describes a structure of composition C30H33BBrN7O3S4SnTe. The level of theory is the ωB97M-V functional and the def2-TZVPD basis.

- HOMO-LUMO gap (eV) = 6.73

Last column: Mulliken charge in e.
Cartesian coordinates (Å):
Sn 0.454 0.163 0.541  0.76
C -0.101 -5.917 -2.178  -1.43
C 0.594 -4.692 -1.605  -0.58
N 0.585 -3.553 -2.526  0.60
C 1.459 -3.642 -3.702  -0.79
C 0.733 -4.056 -4.976  -0.91
C -0.162 -2.463 -2.386  0.12
S -1.130 -2.288 -0.893  0.26
N -0.293 -1.612 -3.368  -0.10
C -0.401 -0.269 -3.207  -0.85
O 0.073 0.361 -2.261  -0.40
C -1.195 0.438 -4.260  0.64
C -1.611 1.742 -4.012  -0.57
C -2.376 2.416 -4.949  -0.68
C -2.720 1.794 -6.142  -0.37
C -2.302 0.494 -6.395  -0.77
C -1.547 -0.186 -5.452  0.28
H -0.123 -6.705 -1.425  0.43
H 0.418 -6.309 -3.053  0.33
H -1.128 -5.682 -2.459  0.31
H 1.636 -4.899 -1.363  0.45
H 0.119 -4.394 -0.676  0.33
H 2.241 -4.359 -3.451  0.46
H 1.928 -2.668 -3.838  0.39
H 0.365 -5.079 -4.916  0.29
H 1.418 -3.990 -5.822  0.38
H -0.107 -3.391 -5.163  0.10
H -1.333 2.206 -3.075  0.43
H -2.709 3.427 -4.749  0.40
H -3.315 2.322 -6.876  0.39
H -2.568 0.011 -7.326  0.41
H -1.220 -1.202 -5.633  0.41
C -1.990 -2.627 2.837  -0.79
N -0.603 -2.872 3.184  0.41
C -0.026 -4.103 3.411  -0.53
C 1.272 -3.870 3.704  -0.46
N 1.491 -2.515 3.660  0.02
B 2.868 -1.837 3.892  0.37
N 3.444 -1.247 2.540  0.54
C 4.454 -0.312 2.591  -0.73
C 4.788 0.034 1.329  -0.55
N 3.965 -0.695 0.496  0.42
C 3.958 -0.651 -0.952  -0.83
C 3.162 -1.495 1.250  -1.01
S 2.017 -2.566 0.566  0.11
C 0.338 -1.918 3.331  -0.27
S 0.034 -0.231 3.144  -0.41
H -2.553 -3.544 2.995  0.30
H -2.083 -2.320 1.796  0.16
H -2.391 -1.835 3.464  0.38
H -0.591 -5.016 3.347  0.45
H 2.071 -4.552 3.932  0.49
H 3.625 -2.686 4.300  -0.20
H 2.752 -0.907 4.648  -0.12
H 4.840 0.033 3.533  0.49
H 5.518 0.726 0.950  0.43
H 4.768 -0.002 -1.277  0.31
H 3.007 -0.264 -1.322  0.26
H 4.101 -1.653 -1.352  0.35
Br 2.621 2.696 2.209  -0.05
C 0.798 3.203 2.240  0.07
C 0.387 4.327 2.936  -0.63
C -0.969 4.615 2.934  -0.34
C -1.851 3.783 2.259  -0.74
C -1.337 2.681 1.603  0.57
N -0.031 2.413 1.591  -0.06
C -2.238 1.688 0.880  0.14
O -3.431 1.927 0.828  -0.77
O -1.647 0.651 0.401  0.16
H 1.105 4.940 3.458  0.43
H -1.334 5.483 3.467  0.42
H -2.917 3.954 2.233  0.50
Te -3.169 -1.548 -1.999  0.22
C -4.296 -2.034 -0.327  -0.01
C -4.705 -1.170 0.652  -0.36
C -5.465 -1.819 1.660  -0.68
C -5.612 -3.156 1.428  -0.40
S -4.841 -3.636 -0.016  -0.13
H -4.448 -0.118 0.649  0.47
H -5.881 -1.314 2.519  0.41
H -6.140 -3.875 2.034  0.41



[4]
This record from the OMol25 dataset describes a structure of composition C27H30CaCl2N5O4S. The level of theory is the ωB97M-V functional and the def2-TZVPD basis.

- charge = -1
- HOMO-LUMO gap (eV) = 7.17

Last column: natural (NBO) charge in e.
Cartesian coordinates (Å):
Ca -1.077 0.169 -0.004  1.78
O 0.639 -1.125 0.614  -0.91
C 1.619 -1.912 0.904  0.37
C 1.743 -2.516 2.180  -0.27
C 2.863 -3.244 2.529  -0.21
C 3.919 -3.417 1.633  -0.32
C 3.808 -2.861 0.366  -0.19
C 2.679 -2.145 -0.019  -0.26
C 2.609 -1.532 -1.376  0.12
N 1.822 -1.806 -2.326  -0.39
C 0.870 -2.899 -2.193  -0.27
C -0.591 -2.448 -1.929  -0.25
N -0.834 -1.024 -2.124  -0.55
C -0.893 -0.603 -3.327  0.19
C -1.134 0.759 -3.763  -0.27
C -1.160 0.979 -5.149  -0.13
C -1.385 2.221 -5.696  -0.31
C -1.596 3.297 -4.824  -0.19
C -1.587 3.121 -3.463  -0.26
C -1.366 1.847 -2.865  0.41
O -1.393 1.719 -1.588  -0.87
H 0.934 -2.359 2.883  0.21
H 2.924 -3.679 3.520  0.20
H 4.798 -3.982 1.914  0.20
H 4.613 -2.990 -0.350  0.20
H 3.331 -0.735 -1.583  0.16
H 1.159 -3.605 -1.408  0.19
H 0.906 -3.431 -3.147  0.19
H -0.853 -2.682 -0.898  0.22
H -1.262 -3.034 -2.568  0.19
H -0.766 -1.320 -4.150  0.15
H -0.997 0.125 -5.801  0.20
H -1.405 2.360 -6.768  0.20
H -1.780 4.287 -5.229  0.19
H -1.764 3.950 -2.789  0.20
Cl -4.140 -1.574 -3.659  -0.05
C -4.322 -0.072 -2.732  -0.38
Cl -4.936 1.250 -3.741  -0.05
H -3.352 0.212 -2.342  0.24
H -5.018 -0.259 -1.925  0.24
C -5.720 0.038 4.715  -0.64
C -4.581 0.235 3.755  0.27
C -3.587 1.180 3.992  -0.38
C -2.598 1.276 3.030  0.10
N -2.588 0.516 1.948  -0.62
C -3.582 -0.403 1.791  0.26
S -3.496 -1.398 0.389  -0.47
N -4.583 -0.543 2.681  -0.51
H -5.653 0.714 5.567  0.20
H -5.724 -0.992 5.072  0.23
H -6.665 0.204 4.198  0.23
H -3.587 1.805 4.873  0.21
H -1.777 1.981 3.119  0.20
O 1.385 0.988 3.181  -0.67
C 1.314 1.309 1.902  0.84
O 0.306 1.753 1.395  -0.68
C 2.619 1.130 1.136  -0.18
N 3.598 0.433 1.985  -0.67
C 4.869 1.159 1.933  -0.21
C 4.418 2.606 1.788  -0.41
C 3.266 2.487 0.789  -0.40
H 2.359 0.573 0.237  0.25
H 3.680 -0.548 1.741  0.41
H 2.304 0.622 3.273  0.51
H 5.473 0.864 1.065  0.17
H 5.455 0.974 2.834  0.20
H 5.213 3.268 1.446  0.21
H 4.056 2.976 2.750  0.20
H 3.655 2.448 -0.229  0.21
H 2.548 3.304 0.836  0.23